Record 1
C26H60FIN2O10 | ωB97M-V/def2-TZVPD

The total charge is 0. As for the structure (SMILES): CC[C@@H](F)[C@@H]1C[C@@H](CON=O)[C@@H](C(=O)[O-])[C@@H](CCCI)[N@H+]1C.CCO.CCO.CCO.CCO.CCO.CCO. The value obtained for the total energy is -2285.8712 Ha. The frontier orbital gap comes out at 7.4796 eV. Its largest force on an atom is 3.7 eV/Å. Its LUMO energy is -0.017 hartree. As for the molecular weight: 706.672 g/mol.

Geometry (Å):
C -5.685 2.188 -2.339
C -5.273 3.128 -3.545
C -4.222 4.217 -3.119
F -4.845 4.926 -2.056
C -2.866 3.618 -2.586
C -2.313 4.654 -1.511
C -0.820 4.270 -1.086
C -0.584 4.396 0.454
O 0.802 4.062 0.727
N 1.545 5.242 0.666
O 2.226 5.252 -0.295
C -0.312 2.892 -1.664
C -0.767 1.680 -0.790
O -1.854 1.614 -0.182
O 0.092 0.727 -0.694
C -0.614 2.702 -3.208
C -0.588 1.220 -3.678
C -1.888 0.369 -3.481
C -1.739 -0.871 -2.533
I -0.074 -2.160 -3.086
N -1.787 3.533 -3.626
C -2.284 3.247 -5.017
H -5.650 2.715 -1.357
H -5.015 1.298 -2.375
H -6.733 1.808 -2.454
H -4.969 2.549 -4.444
H -6.201 3.701 -3.806
H -4.075 4.990 -3.919
H -3.028 2.678 -2.012
H -2.934 4.450 -0.600
H -2.415 5.698 -1.883
H -0.168 5.060 -1.561
H -1.239 3.742 1.069
H -0.800 5.460 0.748
H 0.805 2.926 -1.588
H 0.268 3.194 -3.709
H -0.341 1.225 -4.776
H 0.309 0.749 -3.195
H -2.796 0.923 -3.144
H -2.154 -0.056 -4.488
H -1.755 -0.631 -1.449
H -2.647 -1.505 -2.720
H -1.425 4.495 -3.696
H -1.384 3.033 -5.649
H -2.760 4.152 -5.464
H -2.929 2.348 -5.073
C 2.233 1.143 2.551
C 3.528 1.770 3.025
O 4.511 0.764 3.269
H 1.855 0.439 3.295
H 1.473 1.905 2.369
H 2.391 0.579 1.628
H 3.371 2.314 3.958
H 3.918 2.470 2.279
H 4.654 0.292 2.440
C -0.057 -2.170 3.469
C 0.225 -2.899 4.768
O 0.984 -4.087 4.514
H -0.607 -2.815 2.780
H -0.641 -1.266 3.647
H 0.876 -1.891 2.971
H -0.708 -3.195 5.251
H 0.782 -2.266 5.453
H 1.810 -3.819 4.095
C 2.121 -2.599 -7.282
C 0.838 -2.116 -6.633
O 0.101 -1.296 -7.540
H 2.737 -1.752 -7.589
H 2.697 -3.222 -6.594
H 1.904 -3.180 -8.183
H 1.060 -1.520 -5.747
H 0.211 -2.959 -6.331
H -0.101 -1.829 -8.317
C 1.906 -7.438 4.528
C 1.057 -8.131 5.574
O 1.028 -7.365 6.774
H 2.925 -7.297 4.894
H 1.941 -8.020 3.603
H 1.507 -6.447 4.303
H 1.468 -9.112 5.815
H 0.031 -8.265 5.216
H 0.656 -6.501 6.558
C 1.988 1.304 7.510
C 1.129 0.103 7.162
O 1.261 -0.220 5.781
H 1.701 2.167 6.906
H 1.887 1.564 8.566
H 3.040 1.100 7.298
H 0.077 0.318 7.354
H 1.419 -0.768 7.758
H 2.192 -0.418 5.616
C 2.311 -3.955 0.562
C 3.338 -3.028 -0.060
O 2.703 -2.074 -0.902
H 1.746 -4.475 -0.214
H 2.791 -4.697 1.206
H 1.589 -3.389 1.158
H 4.043 -3.594 -0.671
H 3.902 -2.496 0.715
H 2.085 -1.567 -0.359

Atoms 1-2, force components in eV/Å:
C 0.25 -0.25 -0.70
C -0.99 0.78 0.75


Record 2
C7H12N3S3 | ωB97M-V/def2-TZVPD

The total charge is +1. The value obtained for the total energy is -1632.4744 Ha. The frontier orbital gap comes out at 9.3041 eV. Its largest force on an atom is 3.6 eV/Å. The value obtained for the energy above the lowest of the compared OMol25 structures with the same formula, charge and spin is 0.0000 eV. Its LUMO energy is -0.115 hartree. As for the molecular weight: 234.395 g/mol.

Geometry (Å):
C 1.612 0.017 -0.489
C 1.319 0.941 -1.440
C 0.353 1.676 0.395
C -1.051 -2.460 0.221
C -0.331 -2.934 1.490
C -2.069 -0.300 -0.206
C 0.166 3.107 -1.615
N 1.063 0.534 0.701
N 0.510 1.903 -0.903
N -1.353 -1.078 0.344
S 1.480 -3.044 1.474
S -2.591 1.127 -0.613
S -0.436 2.693 1.564
H 2.157 -0.910 -0.431
H 1.443 0.875 -2.474
H -0.425 -2.643 -0.626
H -1.950 -3.088 0.190
H -0.606 -2.337 2.389
H -0.680 -3.849 1.717
H -0.028 3.963 -0.929
H 0.728 3.442 -2.494
H -0.828 2.852 -2.023
H 1.630 -4.295 1.258
H 0.963 0.257 1.698
H -1.075 3.552 0.803

Atoms 1-2, force components in eV/Å:
C -0.14 0.85 1.45
C -0.28 -1.67 0.90


Record 3
C6H10O | ωB97M-V/def2-TZVPD

The total charge is 0. The value obtained for the total energy is -309.6662 Ha. The frontier orbital gap comes out at 8.2588 eV. Its largest force on an atom is 0.7 eV/Å. The value obtained for the energy above the lowest of the compared OMol25 structures with the same formula, charge and spin is 4.7937 eV. Its LUMO energy is 0.009 hartree. As for the molecular weight: 98.145 g/mol.

Geometry (Å):
C 2.123 -0.625 0.013
C 0.940 -0.678 -0.874
C -0.350 -1.168 -0.266
C -1.152 0.107 0.107
O -2.474 -0.049 0.507
C -0.658 1.298 -0.645
C -0.272 1.042 0.839
H 2.770 -1.365 -0.485
H 2.670 0.322 -0.103
H 2.041 -0.880 1.085
H -0.259 -1.780 0.647
H -0.897 -1.732 -1.033
H -3.006 -0.202 -0.286
H -1.272 2.188 -0.682
H -0.114 1.103 -1.567
H -0.722 1.797 1.466
H 0.631 0.623 1.275

Atoms 1-2, force components in eV/Å:
C -0.11 -0.11 -0.02
C 0.17 -0.43 0.09


Record 4
C23H35N3O3 | ωB97M-V/def2-TZVPD

The total charge is 0. As for the structure (SMILES): CCOc1ccccc1CN1CCNC(=O)[C@H]1CC(=O)NC1CCCCCCC1. The value obtained for the total energy is -1287.4457 Ha. The frontier orbital gap comes out at 9.1653 eV. Its largest force on an atom is 0.6 eV/Å. The value obtained for the energy above the lowest of the compared OMol25 structures with the same formula, charge and spin is 0.6137 eV. Its LUMO energy is 0.025 hartree. As for the molecular weight: 401.551 g/mol.

Geometry (Å):
C -0.462 -2.522 -2.152
C 0.415 -2.739 -0.928
O 1.435 -1.760 -0.942
C 2.527 -1.923 -0.148
C 2.622 -2.880 0.857
C 3.788 -3.011 1.592
C 4.877 -2.205 1.324
C 4.780 -1.241 0.334
C 3.614 -1.066 -0.394
C 3.497 0.038 -1.421
N 3.237 1.363 -0.869
C 4.298 1.886 -0.043
C 4.005 3.360 0.206
N 2.766 3.436 0.939
C 1.785 2.531 0.819
O 0.794 2.579 1.535
C 1.907 1.496 -0.288
C 0.914 1.907 -1.406
H 1.361 1.670 -2.371
C -0.439 1.205 -1.341
O -0.929 0.673 -2.322
N -1.029 1.242 -0.140
H -0.565 1.719 0.630
C -2.326 0.644 0.121
C -3.376 1.742 0.367
H -3.557 1.862 1.435
H -2.956 2.685 0.007
C -4.694 1.522 -0.377
H -4.474 1.394 -1.439
C -5.566 0.351 0.087
C -4.976 -1.038 -0.192
H -4.262 -0.966 -1.011
H -5.777 -1.697 -0.539
C -4.331 -1.726 1.016
H -5.131 -2.129 1.644
C -3.452 -0.861 1.917
C -2.165 -0.333 1.290
H -1.559 -1.176 0.950
H -1.599 0.184 2.072
H -4.039 -0.029 2.305
H -3.168 -1.471 2.779
H -3.745 -2.576 0.655
H -5.794 0.455 1.149
H -6.515 0.437 -0.447
H -5.288 2.436 -0.276
H -2.575 0.108 -0.798
H 0.741 2.986 -1.376
H 1.572 0.541 0.146
H 2.641 4.148 1.644
H 4.800 3.825 0.792
H 3.916 3.881 -0.754
H 5.240 1.780 -0.585
H 4.389 1.372 0.931
H 4.428 0.111 -1.992
H 2.681 -0.199 -2.105
H 5.636 -0.621 0.111
H 5.795 -2.322 1.879
H 3.841 -3.758 2.370
H 1.788 -3.527 1.077
H 0.858 -3.744 -0.952
H -0.180 -2.643 -0.007
H 0.096 -2.755 -3.055
H -0.779 -1.484 -2.208
H -1.335 -3.166 -2.097

Atoms 1-2, force components in eV/Å:
C 0.30 0.08 0.31
C -0.47 -0.36 -0.07